(1)
DFT (wB97M-V/def2-TZVPD) results for a molecular structure, C44H72N9O2PSr.

Output
total charge: +2
E_tot: -74420.2854 eV
energy relative to the best compared isomer or geometry (same formula, charge and spin): 0.0 kcal/mol

CARTESIAN COORDINATES (ANGSTROEM)
Sr: -0.311 0.009 -0.370
C: -6.419 -4.300 -1.276
C: -5.314 -3.298 -1.474
C: -5.521 -2.063 -2.015
C: -4.460 -1.139 -2.205
C: -4.767 0.100 -2.791
N: -3.899 1.036 -3.072
C: -4.240 2.332 -3.646
C: -3.634 2.532 -5.043
C: -3.072 3.935 -5.265
N: -2.068 4.301 -4.256
C: -1.086 3.545 -3.799
C: -0.512 2.416 -4.380
C: -0.439 2.204 -5.787
C: 0.309 1.202 -6.315
C: 0.463 0.985 -7.795
C: 0.992 0.357 -5.400
C: 0.924 0.458 -4.035
C: 1.674 -0.550 -3.280
N: 1.500 -0.894 -2.074
C: 2.372 -1.947 -1.559
C: 1.659 -3.284 -1.364
C: 0.637 -3.352 -0.229
N: -0.577 -2.605 -0.538
C: -1.614 -3.282 -0.822
C: -2.915 -2.756 -1.234
C: -3.988 -3.614 -1.114
C: -3.108 -1.449 -1.812
O: -2.168 -0.606 -1.981
C: 0.126 1.514 -3.441
O: -0.051 1.661 -2.202
H: -7.375 -3.900 -1.609
H: -6.518 -4.576 -0.225
H: -6.224 -5.215 -1.838
H: -6.520 -1.771 -2.324
H: -5.804 0.314 -3.039
H: -2.928 0.790 -2.838
H: -3.881 3.098 -2.956
H: -5.326 2.410 -3.673
H: -4.383 2.348 -5.813
H: -2.850 1.792 -5.197
H: -3.862 4.681 -5.182
H: -2.664 4.025 -6.270
H: -2.261 5.139 -3.731
H: -0.688 3.844 -2.833
H: -0.926 2.902 -6.458
H: -0.112 1.716 -8.361
H: 0.120 -0.010 -8.084
H: 1.507 1.071 -8.099
H: 1.605 -0.439 -5.816
H: 2.446 -1.053 -3.876
H: 2.770 -1.608 -0.595
H: 3.223 -2.098 -2.232
H: 2.429 -4.030 -1.155
H: 1.179 -3.583 -2.300
H: 1.095 -2.932 0.676
H: 0.397 -4.400 -0.019
H: -1.575 -4.377 -0.761
H: -3.796 -4.604 -0.710
N: -2.832 0.929 0.543
C: -3.228 1.234 1.928
C: -3.541 -0.033 2.712
C: -2.410 -1.061 2.742
C: -1.079 -0.538 3.297
N: -0.006 -0.691 2.294
H: -2.683 1.800 0.042
H: -3.590 0.448 0.066
H: -4.100 1.895 1.972
H: -2.402 1.779 2.389
H: -4.433 -0.507 2.290
H: -3.808 0.258 3.731
H: -2.239 -1.435 1.727
H: -2.743 -1.922 3.324
H: -0.829 -1.060 4.224
H: -1.152 0.523 3.544
H: 0.143 -1.687 2.149
H: 0.893 -0.390 2.659
C: 4.076 2.809 -0.484
C: 2.985 1.911 -0.147
N: 2.121 1.204 0.113
H: 4.958 2.546 0.097
H: 3.788 3.835 -0.261
H: 4.306 2.723 -1.545
C: 5.474 -2.325 1.359
C: 5.166 -1.409 2.543
C: 5.404 0.049 2.148
P: 3.407 -1.602 3.107
C: 3.405 -0.828 4.816
C: 2.707 0.537 4.784
C: 4.756 -0.704 5.521
C: 3.290 -3.420 3.486
C: 4.319 -3.977 4.466
C: 1.872 -3.774 3.941
H: 6.480 -2.125 0.985
H: 4.774 -2.151 0.534
H: 5.430 -3.381 1.625
H: 5.840 -1.664 3.361
H: 4.738 0.316 1.323
H: 6.437 0.190 1.820
H: 5.219 0.741 2.972
H: 2.777 -1.502 5.410
H: 3.211 1.225 4.097
H: 2.716 0.997 5.775
H: 1.660 0.453 4.477
H: 5.402 0.021 5.022
H: 5.291 -1.650 5.573
H: 4.607 -0.352 6.544
H: 3.443 -3.895 2.512
H: 4.151 -3.590 5.473
H: 5.343 -3.736 4.176
H: 4.240 -5.065 4.520
H: 1.625 -3.303 4.896
H: 1.776 -4.853 4.081
H: 1.121 -3.465 3.209
C: 0.662 3.719 4.335
C: 0.036 3.618 2.985
C: -0.894 4.404 2.346
C: -1.089 3.804 1.085
N: -0.336 2.721 0.948
N: 0.327 2.623 2.121
C: -2.002 4.246 -0.013
H: 0.407 4.672 4.793
H: 1.749 3.652 4.276
H: 0.312 2.923 4.995
H: -1.361 5.296 2.731
H: 1.044 1.921 2.213
H: -1.851 5.302 -0.243
H: -3.052 4.127 0.267
H: -1.803 3.654 -0.909

Results of the Löwdin charge analysis, in e, for atoms 1 through 2:
1 Sr 1.33
2 C -0.04

=====

(2)
DFT (wB97M-V/def2-TZVPD) results for C19H23FN2O in the gas phase.

Output
E_tot: -27822.1475 eV
energy relative to the best compared isomer or geometry (same formula, charge and spin): 6.8 kcal/mol
SMILES: CCc1cccc(C)c1NC(=O)CN(C)Cc1cccc(F)c1

CARTESIAN COORDINATES (ANGSTROEM)
C: -2.451 -2.956 -0.301
C: -3.068 -1.939 -1.263
C: -3.685 -0.798 -0.507
C: -4.928 -0.966 0.094
C: -5.522 0.059 0.803
C: -4.879 1.279 0.924
C: -3.638 1.481 0.343
C: -2.924 2.793 0.474
C: -3.049 0.434 -0.372
N: -1.779 0.664 -0.975
C: -0.608 0.200 -0.472
O: -0.540 -0.520 0.501
C: 0.618 0.660 -1.275
N: 1.863 0.716 -0.542
C: 1.808 1.645 0.570
C: 2.378 -0.583 -0.133
C: 3.850 -0.500 0.168
C: 4.405 -1.193 1.235
C: 5.763 -1.126 1.494
C: 6.592 -0.359 0.695
C: 6.026 0.329 -0.363
F: 6.824 1.084 -1.152
C: 4.676 0.270 -0.642
H: -3.213 -3.366 0.358
H: -1.994 -3.772 -0.856
H: -1.691 -2.474 0.307
H: -2.296 -1.569 -1.939
H: -3.841 -2.429 -1.863
H: -5.434 -1.915 -0.007
H: -6.488 -0.089 1.262
H: -5.342 2.081 1.481
H: -3.450 3.447 1.163
H: -1.911 2.639 0.844
H: -2.857 3.296 -0.492
H: -1.749 1.367 -1.699
H: 0.432 1.658 -1.687
H: 0.743 -0.033 -2.114
H: 2.803 1.726 1.006
H: 1.108 1.329 1.355
H: 1.510 2.626 0.201
H: 1.840 -0.987 0.735
H: 2.234 -1.278 -0.968
H: 3.766 -1.790 1.870
H: 6.180 -1.671 2.328
H: 7.652 -0.288 0.880
H: 4.263 0.823 -1.470

Results of the natural (NBO) charge analysis, in e, for atoms 1 through 2:
1 C -0.60
2 C -0.42

=====

(3)
DFT (wB97M-V/def2-TZVPD) results for 13 unconnected molecules or ions with the total composition C75H188N12O25 at a distorted geometry.

Output
E_tot: -149871.6092 eV
energy relative to the best compared isomer or geometry (same formula, charge and spin): 0.0 kcal/mol

CARTESIAN COORDINATES (ANGSTROEM)
C: 4.874 19.316 28.382
C: 5.688 20.109 29.387
C: 5.107 20.412 30.752
O: 6.884 19.354 29.514
H: 4.782 18.279 28.705
H: 5.290 19.381 27.377
H: 3.854 19.691 28.290
H: 5.906 21.077 28.935
H: 4.098 20.822 30.705
H: 5.670 21.123 31.357
H: 5.061 19.530 31.392
H: 7.408 19.459 28.717
C: 10.187 22.311 16.120
O: 10.696 20.958 16.223
C: 9.765 19.940 15.808
C: 10.580 18.610 15.499
N: 11.118 17.995 16.724
C: 12.009 16.880 16.483
C: 11.436 15.642 15.699
O: 12.444 14.615 15.544
C: 12.019 13.333 15.305
H: 9.203 22.356 16.589
H: 10.027 22.614 15.085
H: 10.810 23.060 16.609
H: 9.247 20.213 14.888
H: 9.053 19.803 16.622
H: 11.360 18.884 14.789
H: 9.877 17.997 14.935
H: 11.531 18.774 17.216
H: 12.225 16.506 17.484
H: 13.001 17.117 16.099
H: 11.035 15.918 14.723
H: 10.577 15.279 16.263
H: 12.917 12.722 15.400
H: 11.661 13.098 14.302
H: 11.206 13.064 15.978
C: 0.760 18.338 22.815
O: 0.835 19.585 23.501
C: 0.478 19.654 24.915
C: -1.064 19.849 25.275
N: -1.490 21.158 24.867
C: -2.930 21.386 25.074
C: -3.800 20.652 24.049
O: -3.163 20.599 22.801
C: -3.950 19.973 21.785
H: 1.395 18.317 21.929
H: -0.261 18.145 22.487
H: 1.070 17.511 23.454
H: 0.972 20.530 25.336
H: 0.909 18.860 25.524
H: -1.163 19.595 26.330
H: -1.624 19.086 24.735
H: -1.516 21.127 23.858
H: -3.044 22.451 24.873
H: -3.295 21.271 26.094
H: -4.736 21.195 23.918
H: -4.087 19.652 24.374
H: -4.201 18.969 22.128
H: -3.423 19.765 20.854
H: -4.799 20.618 21.562
C: 10.374 16.061 20.588
O: 9.367 16.622 21.404
C: 8.732 15.799 22.399
C: 7.821 16.733 23.279
N: 6.582 17.053 22.525
C: 5.652 17.922 23.295
C: 4.879 17.135 24.381
O: 4.006 18.005 25.102
C: 3.133 17.352 26.035
H: 11.219 15.829 21.236
H: 10.786 16.823 19.926
H: 10.019 15.214 20.000
H: 9.553 15.302 22.917
H: 8.136 14.942 22.084
H: 8.429 17.613 23.488
H: 7.635 16.220 24.223
H: 6.743 17.379 21.583
H: 4.897 18.374 22.652
H: 6.184 18.749 23.765
H: 5.497 16.627 25.122
H: 4.308 16.328 23.923
H: 3.751 16.683 26.634
H: 2.282 16.858 25.565
H: 2.710 18.102 26.703
C: -0.405 16.814 28.101
O: -1.282 17.957 28.488
C: -0.511 19.004 29.082
C: -1.329 20.195 29.560
N: -1.913 19.863 30.816
C: -2.801 20.863 31.325
C: -3.586 20.330 32.531
O: -4.411 19.278 32.146
C: -5.222 18.753 33.203
H: -0.951 16.144 27.437
H: 0.001 16.271 28.954
H: 0.436 17.199 27.524
H: 0.147 19.425 28.322
H: 0.223 18.626 29.792
H: -2.040 20.554 28.816
H: -0.607 20.991 29.745
H: -2.374 18.967 30.746
H: -3.552 21.038 30.554
H: -2.280 21.801 31.517
H: -4.350 20.999 32.927
H: -2.965 20.035 33.377
H: -4.657 18.526 34.107
H: -5.678 17.840 32.822
H: -6.009 19.463 33.459
C: 6.125 13.772 25.137
O: 6.593 13.668 23.767
C: 5.650 12.986 22.914
C: 6.142 13.165 21.518
N: 7.312 12.383 21.234
C: 7.740 12.637 19.907
C: 9.188 12.038 19.636
O: 10.069 12.818 20.421
C: 11.405 12.412 20.358
H: 5.942 12.829 25.652
H: 5.186 14.317 25.228
H: 6.711 14.379 25.827
H: 4.741 13.566 23.075
H: 5.478 11.933 23.137
H: 6.348 14.233 21.447
H: 5.277 13.013 20.873
H: 8.079 12.678 21.821
H: 7.661 13.701 19.683
H: 7.098 12.133 19.185
H: 9.324 12.162 18.561
H: 9.183 10.959 19.789
H: 11.846 12.320 19.365
H: 11.606 11.493 20.909
H: 12.024 13.164 20.847
C: 4.290 20.973 24.456
O: 5.588 21.379 23.994
C: 5.511 22.075 22.724
C: 6.887 22.343 22.016
N: 7.572 23.419 22.749
C: 8.885 23.513 22.157
C: 9.824 24.361 22.893
O: 9.785 25.730 22.518
C: 8.629 26.377 22.975
H: 3.670 21.863 24.564
H: 4.360 20.435 25.402
H: 3.704 20.430 23.715
H: 5.008 23.037 22.824
H: 4.872 21.546 22.016
H: 6.779 22.652 20.976
H: 7.456 21.420 21.904
H: 7.779 23.265 23.726
H: 8.791 23.999 21.186
H: 9.388 22.575 21.924
H: 10.846 24.041 22.690
H: 9.665 24.204 23.960
H: 7.714 25.788 22.915
H: 8.462 27.358 22.529
H: 8.601 26.597 24.042
C: 14.697 17.755 19.323
O: 15.188 16.858 20.231
C: 14.202 16.092 20.914
C: 14.956 15.253 21.922
N: 15.545 16.089 22.966
C: 16.006 15.233 24.052
C: 16.965 16.037 25.013
O: 18.140 16.374 24.351
C: 19.096 16.957 25.208
H: 14.188 17.379 18.435
H: 15.551 18.337 18.976
H: 14.036 18.500 19.764
H: 13.697 15.454 20.189
H: 13.510 16.705 21.490
H: 15.754 14.698 21.428
H: 14.277 14.531 22.375
H: 16.355 16.602 22.650
H: 16.635 14.435 23.656
H: 15.280 14.709 24.673
H: 17.262 15.515 25.923
H: 16.512 16.948 25.403
H: 19.478 16.234 25.928
H: 18.576 17.813 25.638
H: 19.934 17.382 24.656
C: 11.273 21.159 24.162
O: 11.580 19.868 23.704
C: 10.414 19.243 23.141
C: 10.037 19.792 21.767
N: 8.715 19.455 21.315
C: 8.474 20.073 20.013
C: 7.155 19.582 19.392
O: 6.998 18.147 19.475
C: 7.758 17.318 18.581
H: 12.205 21.681 24.379
H: 10.824 21.236 25.152
H: 10.818 21.737 23.357
H: 9.601 19.436 23.840
H: 10.568 18.169 23.036
H: 10.726 19.274 21.100
H: 10.293 20.837 21.593
H: 8.685 18.465 21.113
H: 9.310 19.753 19.392
H: 8.557 21.157 20.102
H: 6.974 19.934 18.377
H: 6.331 20.091 19.891
H: 7.472 17.492 17.544
H: 7.639 16.241 18.696
H: 8.793 17.660 18.603
C: -0.611 14.896 25.039
O: 0.442 14.491 25.949
C: 0.450 13.106 26.059
C: 1.673 12.613 26.917
N: 1.640 13.238 28.205
C: 2.941 13.278 28.824
C: 2.956 14.037 30.123
O: 2.505 15.399 29.737
C: 2.504 16.303 30.803
H: -0.414 15.962 24.930
H: -1.625 14.762 25.418
H: -0.473 14.324 24.121
H: 0.552 12.571 25.114
H: -0.511 12.799 26.472
H: 2.558 12.861 26.332
H: 1.639 11.527 27.010
H: 1.470 14.221 28.045
H: 3.552 13.907 28.177
H: 3.389 12.285 28.792
H: 3.886 13.972 30.687
H: 2.228 13.623 30.822
H: 2.425 17.246 30.261
H: 3.422 16.382 31.384
H: 1.583 16.214 31.380
C: 9.866 14.846 26.009
O: 10.756 15.903 26.156
C: 11.741 16.049 25.116
C: 12.611 17.343 25.294
N: 13.359 17.190 26.564
C: 14.075 18.311 27.079
C: 13.125 19.575 27.223
O: 12.196 19.441 28.314
C: 11.641 20.735 28.589
H: 8.967 14.812 26.625
H: 10.430 13.948 26.259
H: 9.494 14.683 24.997
H: 11.186 16.148 24.184
H: 12.338 15.143 25.014
H: 11.884 18.143 25.438
H: 13.213 17.599 24.423
H: 12.667 17.009 27.277
H: 14.924 18.526 26.430
H: 14.600 18.132 28.017
H: 12.669 19.817 26.263
H: 13.736 20.472 27.314
H: 10.833 20.681 29.319
H: 11.172 21.250 27.751
H: 12.402 21.436 28.935
C: -0.650 10.041 23.591
O: -1.444 10.997 22.899
C: -1.167 10.916 21.509
C: -1.975 12.040 20.837
N: -1.488 13.403 21.174
C: -0.364 13.740 20.309
C: 0.009 15.234 20.535
O: 0.603 15.522 21.740
C: 1.821 14.937 22.082
H: -0.863 10.084 24.659
H: 0.378 10.377 23.456
H: -0.649 9.003 23.258
H: -1.535 9.985 21.077
H: -0.136 11.091 21.201
H: -3.003 11.939 21.184
H: -1.995 11.944 19.751
H: -1.444 13.663 22.149
H: -0.658 13.691 19.261
H: 0.404 12.984 20.475
H: -0.925 15.770 20.371
H: 0.756 15.571 19.817
H: 1.676 14.358 22.994
H: 2.574 15.713 22.222
H: 2.309 14.241 21.400
C: 9.064 18.645 26.962
O: 8.563 19.926 27.431
C: 8.012 20.736 26.395
C: 7.880 22.204 26.922
N: 7.326 23.079 25.859
C: 7.235 24.460 26.306
C: 6.118 25.298 25.607
O: 4.845 24.702 25.980
C: 3.683 25.403 25.606
H: 9.101 18.094 27.902
H: 10.063 18.763 26.542
H: 8.284 18.145 26.388
H: 7.070 20.252 26.137
H: 8.603 20.765 25.479
H: 8.903 22.496 27.160
H: 7.413 22.336 27.898
H: 6.410 22.779 25.557
H: 8.220 24.928 26.299
H: 6.848 24.475 27.325
H: 6.186 25.202 24.523
H: 6.089 26.370 25.804
H: 2.770 24.970 26.017
H: 3.544 25.432 24.525
H: 3.646 26.423 25.987

Results of the Löwdin charge analysis, in e, for atoms 1 through 2:
1 C -0.05
2 C -0.48

=====

(4)
DFT (wB97M-V/def2-TZVPD) results for a molecular structure, C4H3FO2 at a distorted geometry.

Output
E_tot: -11004.8694 eV
energy relative to the best compared isomer or geometry (same formula, charge and spin): 65.5 kcal/mol

CARTESIAN COORDINATES (ANGSTROEM)
C: 0.232 0.331 0.567
C: 0.209 1.111 -0.502
C: 0.049 -1.023 -1.190
C: -0.003 -0.965 0.210
H: -0.702 1.423 2.163
H: 0.334 2.096 -0.572
H: -0.298 -1.638 -2.046
O: 0.112 0.519 1.916
O: -0.044 0.194 -1.531
F: 0.111 -2.048 0.986

Results of the natural (NBO) charge analysis, in e, for atoms 1 through 2:
1 C 0.15
2 C -0.01

=====

Q: What is the energy relative to the best compared isomer or geometry (same formula, charge and spin) in the third record?
A: 0.0 kcal/mol

=====

Q: energy relative to the best compared isomer or geometry (same formula, charge and spin) of number 4 (C4H3FO2)?
A: 65.5 kcal/mol

=====

Q: Among the records above, which one has the highest E_tot?
A: C4H3FO2